DFT (wB97M-V/def2-TZVPD) results for a 12-piece molecular cluster, C45H125N13O12 overall in a non-equilibrium geometry.

E_LUMO (eV): 0.41
ΔE to the lowest compared entry with this formula, charge and spin (eV): 1.269
Structure (SMILES): COC[C@H](C)N.COC[C@H](C)N.COC[C@H](C)N.COC[C@H](C)N.COC[C@H](C)N.COC[C@H](C)N.COC[C@H](C)N.COC[C@H](C)N.COC[C@H](C)N.COC[C@H](C)N.COC[C@H](C)N.NC(N)=O
Net charge: 0
HOMO energy (eV): -8.8
Calculated total energy (Eh): -3403.97829
2S+1: 1

The geometry in XYZ format:
```
195
Properties=species:S:1:pos:R:3:forces:R:3
C -6.169 -19.530 20.298 -1.212 -0.644 -0.112
O -5.499 -19.862 21.473 0.432 0.031 0.422
C -5.320 -21.241 21.742 -0.676 -0.550 -1.044
C -4.407 -21.379 22.937 0.202 0.980 -0.277
C -2.981 -21.046 22.568 1.224 -1.456 -1.029
N -4.507 -22.669 23.540 0.149 -1.069 1.421
H -7.267 -19.567 20.421 0.242 -0.316 0.047
H -5.908 -20.114 19.417 0.196 -0.611 0.031
H -5.961 -18.533 20.017 0.535 1.289 0.120
H -6.276 -21.775 21.978 0.442 0.513 -0.270
H -4.877 -21.696 20.818 -0.276 -0.029 0.677
H -4.818 -20.645 23.641 0.246 -0.075 0.134
H -2.836 -20.100 22.084 0.057 0.906 0.465
H -2.644 -21.725 21.741 -0.543 0.034 0.463
H -2.249 -21.323 23.353 -0.455 0.836 -0.066
H -4.124 -23.420 22.967 0.011 0.324 -0.003
H -3.947 -22.652 24.415 -0.624 -0.242 -0.847
C 4.967 -19.688 17.056 -0.335 -0.876 0.438
O 6.277 -19.728 17.564 0.060 0.042 -0.398
C 6.349 -19.902 18.952 0.649 -0.704 0.177
C 7.737 -19.424 19.402 -0.721 0.199 -0.318
C 8.798 -20.205 18.673 0.781 0.109 0.363
N 7.931 -19.499 20.833 0.049 1.031 -0.443
H 4.366 -20.530 17.438 0.151 0.011 0.072
H 5.016 -19.858 15.980 -0.008 0.540 -0.006
H 4.453 -18.779 17.377 -0.043 0.249 -0.379
H 5.574 -19.309 19.443 -0.210 -0.037 0.225
H 6.264 -20.989 19.221 -0.317 0.648 -0.096
H 7.773 -18.384 19.078 0.236 0.246 0.071
H 8.658 -20.035 17.598 0.228 -0.465 0.283
H 8.730 -21.273 18.970 -0.002 0.412 -0.494
H 9.802 -19.844 18.991 -0.572 -0.206 -0.319
H 8.204 -20.413 21.079 0.208 -1.165 0.568
H 7.103 -19.234 21.337 -0.227 0.019 0.293
C 0.105 -18.784 25.816 -2.170 0.081 -0.538
O 1.481 -18.751 26.057 -0.734 -0.648 -1.085
C 1.903 -17.754 26.922 0.190 -0.074 1.190
C 3.403 -17.964 27.109 0.773 -0.295 1.148
C 3.855 -19.275 27.774 0.048 -1.061 -0.227
N 4.004 -16.995 28.023 0.067 0.654 -0.208
H -0.191 -19.643 25.154 0.792 0.571 0.630
H -0.343 -17.877 25.267 1.003 -0.819 0.867
H -0.483 -18.919 26.766 0.556 0.223 -0.624
H 1.683 -16.749 26.546 0.101 0.097 -0.271
H 1.343 -17.825 27.897 0.549 -0.078 -0.482
H 3.946 -17.944 26.156 -0.403 0.343 -0.029
H 3.474 -19.413 28.797 0.203 0.524 -0.043
H 4.966 -19.254 27.771 -0.732 -0.036 0.256
H 3.562 -20.223 27.307 -0.114 0.435 -0.433
H 3.825 -16.027 27.803 -0.112 0.138 -0.222
H 3.672 -17.159 28.961 -0.043 -0.011 0.187
C -1.921 -21.467 15.465 -0.498 0.597 0.035
O -0.833 -20.679 15.821 0.930 1.316 -0.846
C -0.667 -19.542 14.937 1.039 -1.586 0.437
C -1.682 -18.490 15.108 -0.408 1.690 -0.357
C -1.329 -17.232 14.266 -0.781 -0.638 0.578
N -1.708 -17.988 16.482 -0.339 0.514 -0.766
H -1.843 -21.922 14.473 0.202 -0.034 -0.159
H -2.850 -20.885 15.502 -0.076 -0.246 -0.059
H -1.935 -22.200 16.233 -0.326 -0.939 0.263
H 0.293 -19.113 15.212 0.291 -0.006 -0.007
H -0.592 -19.929 13.910 -0.160 0.272 0.004
H -2.683 -18.858 14.812 0.267 0.108 -0.138
H -1.153 -17.508 13.244 0.259 0.091 -0.654
H -0.499 -16.660 14.707 -0.134 -0.434 -0.186
H -2.224 -16.608 14.308 0.109 0.225 -0.176
H -2.535 -17.390 16.466 0.123 0.238 0.529
H -1.964 -18.745 17.061 -0.181 -1.163 1.204
C -5.063 -22.797 14.656 -0.995 -0.943 -0.707
O -5.030 -21.417 14.384 0.264 -0.001 0.217
C -5.382 -21.096 13.067 -1.824 -0.181 -1.558
C -4.803 -19.760 12.620 0.114 1.392 0.333
C -5.554 -18.560 13.260 -1.458 -0.436 -0.363
N -4.696 -19.512 11.150 -1.347 -0.559 0.969
H -5.442 -23.021 15.648 0.717 0.463 0.514
H -4.097 -23.283 14.448 -0.271 0.144 0.148
H -5.866 -23.310 14.074 0.615 0.329 -0.260
H -5.172 -21.893 12.301 0.420 0.454 0.869
H -6.506 -20.993 13.006 0.663 -0.157 0.096
H -3.814 -19.693 13.058 0.554 -0.199 -0.218
H -5.887 -18.696 14.300 1.033 -0.143 -0.180
H -6.559 -18.421 12.816 0.384 -0.189 -0.477
H -5.048 -17.611 13.101 0.288 -0.131 0.169
H -5.617 -19.762 10.727 1.119 0.266 0.202
H -3.972 -20.091 10.746 -0.108 -0.186 -0.104
C -6.427 -23.204 18.358 0.432 0.917 0.371
O -7.438 -22.247 18.144 -0.688 -0.251 -0.190
C -7.430 -21.671 16.857 0.234 1.007 0.079
C -8.618 -20.721 16.700 0.351 1.276 -0.102
C -8.484 -19.979 15.336 -1.340 -2.277 1.015
N -8.706 -19.647 17.678 0.599 0.781 -0.320
H -6.606 -24.187 17.896 0.025 0.339 -0.036
H -6.299 -23.288 19.437 -0.315 -0.375 0.040
H -5.497 -22.726 18.038 0.391 -0.525 -0.411
H -6.492 -21.039 16.723 -0.661 -0.810 -0.008
H -7.506 -22.413 16.050 0.254 -0.141 0.172
H -9.554 -21.235 16.751 -0.535 -0.744 -0.140
H -9.299 -19.285 15.190 -0.149 0.047 -0.124
H -8.445 -20.763 14.593 -0.214 0.069 -0.691
H -7.559 -19.504 15.321 1.595 1.076 -0.090
H -8.698 -19.871 18.665 0.209 -0.431 -0.199
H -7.933 -19.016 17.445 -0.394 -0.022 0.698
C -5.473 -17.975 16.945 -0.603 -0.183 -0.105
O -4.727 -16.844 16.661 1.051 1.197 -0.189
C -5.377 -15.858 15.850 0.571 -1.242 -1.020
C -4.735 -14.468 16.026 -0.728 -0.383 -0.709
C -5.266 -13.503 14.993 -0.538 0.386 0.450
N -3.334 -14.295 15.910 2.372 -0.629 -1.702
H -6.190 -18.187 16.154 0.070 -0.148 -0.263
H -6.096 -17.834 17.838 0.336 -0.133 0.249
H -4.769 -18.803 17.022 -0.229 -0.192 0.315
H -5.287 -16.237 14.742 -0.313 0.957 1.773
H -6.428 -15.894 16.169 -0.020 0.591 -0.404
H -4.910 -14.050 16.988 -0.988 -0.093 1.145
H -4.845 -12.556 15.327 -0.188 0.268 -0.521
H -6.355 -13.426 14.961 0.072 -0.094 -0.092
H -4.864 -13.776 14.020 -0.134 0.102 -0.214
H -2.998 -14.343 14.914 -0.409 -0.099 1.455
H -2.748 -14.889 16.482 -0.171 -0.153 0.024
C 2.772 -23.201 24.604 0.181 1.546 0.537
O 4.047 -22.706 24.239 0.292 -0.957 -0.270
C 4.246 -21.319 24.321 -2.048 -0.256 -0.853
C 3.445 -20.490 23.263 0.676 -0.258 1.501
C 3.910 -20.595 21.843 1.624 -1.292 -0.239
N 3.558 -19.132 23.805 0.240 0.592 -1.875
H 2.449 -22.786 25.571 0.131 -0.036 0.028
H 2.796 -24.258 24.685 0.369 -0.992 0.018
H 2.001 -22.942 23.899 -0.347 0.189 -0.579
H 3.942 -20.971 25.297 -0.298 0.246 0.466
H 5.286 -21.114 24.250 1.013 0.055 -0.372
H 2.412 -20.798 23.203 -0.572 -0.416 0.540
H 3.212 -20.175 21.154 -0.630 0.315 -0.532
H 4.128 -21.647 21.547 -0.605 0.396 0.321
H 4.877 -20.144 21.653 0.233 0.550 0.231
H 2.848 -18.937 24.477 -0.578 -0.267 0.847
H 3.289 -18.538 23.025 0.294 0.462 0.050
C -2.791 -25.138 16.262 0.644 -1.715 0.148
O -2.364 -25.142 17.612 -0.868 -0.623 0.235
C -3.152 -26.030 18.457 1.311 0.405 -0.014
C -2.378 -26.178 19.783 0.979 0.839 -0.693
C -2.277 -24.834 20.558 -1.291 -0.570 0.261
N -0.970 -26.540 19.578 0.270 0.719 0.052
H -2.373 -24.301 15.763 -0.091 1.262 -0.149
H -3.867 -25.248 16.193 -0.358 0.437 -0.161
H -2.351 -25.965 15.662 -0.219 -0.151 0.623
H -4.126 -25.560 18.653 -0.096 -0.312 -0.262
H -3.217 -27.049 18.025 -0.258 0.563 -0.186
H -2.858 -26.975 20.346 -0.103 0.105 0.306
H -1.727 -24.116 19.928 0.055 -0.276 0.585
H -1.820 -25.106 21.517 0.385 0.577 -0.347
H -3.263 -24.377 20.825 0.460 -0.361 -0.472
H -0.721 -27.483 19.350 -0.359 -0.309 -0.228
H -0.478 -25.879 18.961 -0.413 -0.532 0.305
C 1.546 -16.904 17.354 1.139 -0.219 0.986
O 2.481 -16.973 18.453 -0.539 -0.869 -0.450
C 2.941 -15.765 18.967 -0.864 0.236 1.204
C 4.195 -15.999 19.790 -1.280 0.588 0.919
C 3.912 -17.005 20.899 0.241 -0.219 0.218
N 4.559 -14.692 20.403 0.470 -0.720 -0.118
H 1.598 -17.873 16.878 0.010 -0.077 -0.285
H 1.856 -16.133 16.676 0.125 0.480 -0.547
H 0.539 -16.745 17.679 -0.633 0.194 0.304
H 3.168 -15.106 18.176 0.348 1.063 -1.115
H 2.160 -15.240 19.609 0.592 -0.610 -0.481
H 4.960 -16.353 19.111 0.477 0.075 0.008
H 4.755 -17.050 21.617 -0.328 -0.081 -0.352
H 3.717 -18.008 20.521 0.051 -0.056 -0.051
H 3.021 -16.684 21.454 0.100 -0.003 -0.033
H 3.776 -14.340 20.956 -0.045 -0.165 -0.285
H 5.234 -14.969 21.113 0.243 0.544 -0.058
C -2.848 -21.601 18.505 0.066 -0.303 -1.636
O -1.807 -20.662 18.565 0.063 0.305 1.361
C -0.684 -21.131 19.326 -0.332 -0.390 0.137
C 0.250 -20.007 19.697 0.022 -0.501 0.841
C -0.483 -18.798 20.290 -0.241 0.358 -0.840
N 1.153 -19.767 18.597 -0.890 -0.747 -0.466
H -3.585 -21.229 17.781 0.089 0.114 0.172
H -3.400 -21.890 19.391 0.338 0.367 0.804
H -2.433 -22.502 18.060 -0.201 -0.575 0.151
H -0.987 -21.670 20.249 -0.255 0.306 -0.464
H -0.079 -21.815 18.727 -0.269 -0.301 -0.134
H 0.905 -20.442 20.474 -0.355 0.116 0.101
H 0.203 -18.096 20.755 0.175 -0.055 0.255
H -1.234 -19.139 21.001 0.075 0.096 0.186
H -1.018 -18.205 19.519 0.236 -0.530 0.202
H 0.594 -19.458 17.805 0.423 0.389 0.040
H 1.821 -19.119 18.920 0.841 1.433 -0.308
N 2.050 -22.227 17.023 -0.126 -1.348 -0.559
C 1.953 -23.298 17.899 1.578 2.620 1.648
N 2.464 -22.982 19.150 0.248 0.199 1.050
O 1.553 -24.402 17.677 -0.959 -1.283 -0.984
H 1.468 -22.365 16.228 -0.279 0.008 -0.668
H 2.111 -21.265 17.308 -0.226 -0.042 0.777
H 2.385 -23.689 19.885 0.098 0.487 -0.708
H 2.853 -22.068 19.421 -0.538 -0.849 -0.539
```
Forces are in eV/Å.

Atom charges from the Mulliken analysis, given in e for atoms 1 to 5: atom 1 (C): -0.6889, atom 2 (O): -0.4222, atom 3 (C): 0.5463, atom 4 (C): 0.2754, atom 5 (C): -0.6223

---

DFT (wB97M-V/def2-TZVPD) results for C45H24Cl4CoN5S as an isolated structure.

E_LUMO (spin up / spin down) (eV): 1.23 / 1.25
Net charge: -1
HOMO energy (spin up / spin down) (eV): -4.4 / -4.6
Calculated total energy (Eh): -5624.95372
2S+1: 2
Expectation value of S²: 0.756

The geometry in XYZ format:
```
80
Properties=species:S:1:pos:R:3:forces:R:3
Co -0.072 0.132 -0.055 -0.270 0.467 -0.268
Cl -7.223 -3.555 -4.913 0.016 0.009 0.014
C -5.891 -2.906 -3.990 0.012 0.005 0.010
C -5.185 -3.737 -3.137 0.031 -0.007 0.030
C -4.126 -3.214 -2.408 0.007 -0.026 0.004
C -3.768 -1.874 -2.523 -0.024 0.017 0.017
C -4.496 -1.062 -3.389 -0.003 -0.032 -0.022
C -5.557 -1.570 -4.125 0.005 0.024 0.006
C -2.627 -1.306 -1.745 -0.010 -0.072 0.016
C -2.817 -1.004 -0.398 -0.068 -0.062 -0.112
C -3.950 -1.429 0.394 0.050 0.050 -0.088
C -3.640 -1.161 1.682 0.071 -0.005 0.038
C -2.358 -0.493 1.667 -0.098 0.110 0.073
C -1.765 0.127 2.763 -0.035 -0.087 0.064
C -2.247 -0.193 4.137 0.042 -0.026 -0.037
C -1.443 -1.000 4.943 -0.085 0.033 0.009
C -1.844 -1.352 6.223 0.009 0.005 -0.001
C -3.058 -0.886 6.701 0.038 -0.013 -0.012
Cl -3.576 -1.328 8.308 0.013 0.010 -0.019
C -3.870 -0.077 5.927 -0.024 0.029 -0.028
C -3.457 0.265 4.645 -0.029 0.039 0.008
C -0.742 1.061 2.629 -0.118 0.074 0.067
N -0.040 1.288 1.489 -0.038 0.125 0.301
C 0.746 2.369 1.724 0.233 -0.003 0.111
C 1.829 2.759 0.928 0.015 -0.016 0.147
C 2.524 4.022 1.286 0.036 0.052 -0.039
C 1.791 5.209 1.335 0.016 0.036 -0.067
C 2.388 6.420 1.647 -0.050 0.015 -0.001
C 3.745 6.455 1.915 -0.012 -0.051 -0.003
Cl 4.511 7.975 2.294 -0.006 -0.011 0.002
C 4.498 5.295 1.893 0.021 -0.029 -0.003
C 3.884 4.089 1.584 0.049 -0.071 0.148
C 2.310 1.948 -0.101 -0.097 0.182 0.005
C 3.610 2.037 -0.727 0.038 0.025 -0.081
C 3.731 0.952 -1.524 -0.064 -0.071 0.017
C 2.469 0.247 -1.460 0.081 0.088 -0.275
N 1.636 0.875 -0.593 0.247 -0.220 -0.066
C 2.111 -0.774 -2.344 0.114 0.002 0.045
C 0.788 -1.145 -2.563 0.038 -0.008 0.007
C 0.303 -1.940 -3.670 0.061 -0.002 0.044
C -1.043 -1.957 -3.572 -0.052 0.089 0.048
C -1.377 -1.249 -2.355 -0.132 -0.088 0.016
N -0.252 -0.746 -1.783 0.077 -0.160 -0.193
C 3.203 -1.445 -3.102 0.019 0.016 -0.012
C 4.132 -2.208 -2.395 -0.052 -0.056 0.015
C 5.173 -2.849 -3.049 0.019 -0.004 0.013
C 5.288 -2.722 -4.423 -0.017 0.004 0.023
Cl 6.598 -3.522 -5.256 -0.023 0.015 0.014
C 4.380 -1.973 -5.150 -0.025 0.022 -0.018
C 3.341 -1.338 -4.483 0.027 0.086 0.002
C 0.502 2.874 3.061 -0.049 0.018 -0.124
C -0.389 2.034 3.634 0.021 -0.072 -0.023
N -1.884 -0.422 0.396 -0.073 -0.121 0.168
H -5.458 -4.780 -3.048 0.001 0.008 -0.003
H -3.561 -3.854 -1.741 -0.017 0.010 -0.018
H -4.225 -0.018 -3.487 -0.002 -0.009 0.004
H -6.124 -0.937 -4.795 0.012 -0.005 0.000
H -4.839 -1.904 0.010 0.016 0.012 0.001
H -4.226 -1.373 2.563 0.015 0.013 -0.018
H -0.503 -1.364 4.545 -0.010 -0.001 0.022
H -1.225 -1.987 6.843 -0.008 0.009 -0.009
H -4.810 0.282 6.323 0.010 -0.004 -0.012
H -4.082 0.905 4.033 0.008 -0.024 0.005
H 0.731 5.178 1.112 0.008 0.002 -0.002
H 1.806 7.332 1.676 0.016 -0.009 -0.005
H 5.554 5.330 2.127 -0.015 0.007 0.004
H 4.469 3.178 1.616 -0.037 0.038 -0.031
H 4.348 2.809 -0.581 -0.096 -0.008 0.013
H 4.576 0.676 -2.135 -0.044 -0.012 -0.014
H 0.913 -2.425 -4.414 0.016 0.038 0.019
H -1.749 -2.449 -4.223 -0.001 0.001 0.021
H 4.010 -2.328 -1.323 0.002 -0.013 -0.020
H 5.884 -3.450 -2.499 -0.016 0.006 -0.002
H 4.490 -1.880 -6.222 0.000 -0.002 0.009
H 2.641 -0.729 -5.043 0.000 -0.026 0.010
H 0.981 3.729 3.510 0.022 -0.023 -0.028
H -0.793 2.079 4.634 0.004 -0.030 -0.033
S 2.161 -3.983 0.829 0.088 -0.021 -0.013
C 1.392 -2.529 0.857 -0.004 -0.005 -0.002
N 0.846 -1.499 0.866 0.078 -0.283 0.116
```
Forces are in eV/Å.

Atom charges from the Mulliken analysis, given in e for atoms 1 to 5: atom 1 (Co): -0.5878, atom 2 (Cl): -0.2387, atom 3 (C): 0.4728, atom 4 (C): -0.9380, atom 5 (C): 0.2935